Density functional theory data (ωB97M-V/def2-TZVPD) for C12H15N4O5RuS2 as an isolated structure.

Summary:
Orbital gap (spin up / spin down) ... 7.68 / 7.70 eV
Highest occupied orbital energy (spin up / spin down) ... -15.35 / -15.26 eV
Max |F| ... 0.62 eV/A
2S+1 ... 2
Charge ... +2
Expectation value of S² ... 0.756

Structure (XYZ):
```
39
Properties=species:S:1:pos:R:3:lowdin_spin:R:1
N 3.48 -2.30 2.99 0.000
N 1.92 -3.01 1.43 0.000
S 4.12 -1.34 -1.16 0.001
C 5.86 -0.81 -1.27 0.000
H -3.36 0.16 -1.83 0.000
C 3.57 0.26 -1.02 0.001
O -1.68 -2.03 -1.34 0.007
O -0.05 -1.41 0.08 0.068
H 6.47 -1.43 -0.62 0.000
C -0.97 2.33 0.24 -0.001
O -0.08 4.13 1.48 0.003
H 0.60 4.41 2.12 0.000
C 0.06 2.88 1.15 0.003
C -2.69 0.81 -1.26 0.001
H 4.28 2.14 -0.86 0.000
H 1.58 -5.01 1.00 0.000
H 6.53 1.26 -1.51 0.000
C -2.10 2.93 -0.27 0.001
N 4.51 1.15 -0.93 -0.002
C 2.59 -2.03 2.02 0.002
H 3.96 -1.54 3.43 0.000
C -1.54 0.27 -0.71 -0.001
S 1.88 0.73 -1.17 0.024
O 2.46 -0.80 1.68 0.014
Ru 0.89 0.14 0.77 0.847
O 0.97 2.15 1.58 0.035
C -2.96 2.15 -1.05 -0.002
H 1.58 -4.65 2.73 0.000
C 5.90 0.67 -0.85 0.000
C -1.12 -1.19 -0.72 0.005
H 3.11 -4.70 1.81 0.000
H 1.17 -2.74 0.81 0.000
H 3.60 -3.23 3.35 0.000
H 6.25 0.79 0.18 0.000
H 6.18 -0.95 -2.30 0.000
C 2.06 -4.42 1.78 0.000
H -2.32 3.97 -0.06 0.000
N -0.72 1.04 -0.02 -0.005
H -3.85 2.60 -1.46 0.000
```